Entry 1:
The following is a DFT calculation (the ωB97M-V functional and the def2-TZVPD basis) of a gas-phase ion, C10H12O2P (charge -1).

total charge: -1
E_HOMO: -3.356 eV
HOMO-LUMO gap: 7.1760 eV
energy above the lowest of the compared OMol25 structures with the same formula, charge and spin: 2.232 eV
energy: -23947.3429 eV

Each atom is followed by the atoms it is bonded to, with distances in Å.
Element x y z (Å)
1 C 3.906 -0.188 -0.415  C2 1.390, C3 1.415, H14 1.069
2 C 3.360 1.088 -0.488  C1 1.390, C4 1.399, H15 1.042
3 C 3.264 -1.328 0.123  C1 1.415, C5 1.412, H16 1.146
4 C 2.111 1.351 0.085  C2 1.399, C6 1.526, O11 1.390
5 C 1.931 -1.146 0.553  C3 1.412, C6 1.408, H18 1.053
6 C 1.322 0.124 0.537  C4 1.526, C5 1.408, O12 1.294
7 C -2.799 0.830 1.008  C8 1.531, P13 1.626, H19 1.093
8 C -3.502 -0.469 0.602  C7 1.531, C9 1.563, H20 1.097, H21 1.162
9 C -2.638 -1.057 -0.559  C8 1.563, C10 1.513, H22 1.065, H23 1.166
10 C -1.820 0.042 -1.200  C9 1.513, P13 1.958, H24 1.119, H25 1.085
11 O 1.353 2.504 -0.079  C4 1.390, H17 0.945
12 O 0.125 0.277 1.004  C6 1.294, P13 2.080
13 P -1.476 1.348 0.218  C7 1.626, C10 1.958, O12 2.080
14 H 4.906 -0.250 -0.789  C1 1.069
15 H 3.916 1.925 -0.763  C2 1.042
16 H 3.913 -2.272 0.178  C3 1.146
17 H 0.663 2.473 0.567  O11 0.945
18 H 1.363 -1.898 1.022  C5 1.053
19 H -3.325 1.510 1.683  C7 1.093
20 H -3.465 -1.315 1.300  C8 1.097
21 H -4.639 -0.265 0.475  C8 1.162
22 H -2.131 -1.876 -0.104  C9 1.065
23 H -3.339 -1.569 -1.338  C9 1.166
24 H -0.882 -0.456 -1.551  C10 1.119
25 H -2.120 0.616 -2.070  C10 1.085



Entry 2:
The following is a DFT calculation (the ωB97M-V functional and the def2-TZVPD basis) of a single C10H12O3Se molecule.

total charge: 0
E_HOMO: -7.470 eV
HOMO-LUMO gap: 7.5809 eV
energy above the lowest of the compared OMol25 structures with the same formula, charge and spin: 4.382 eV
energy: -82046.2921 eV

Each atom is followed by the atoms it is bonded to, with distances in Å.
Element x y z (Å)
1 C -0.884 -0.477 -0.804  C2 1.414, C4 1.372, H15 1.142
2 C -1.512 -0.975 0.361  C1 1.414, C3 1.331, C7 1.512
3 C -1.202 -0.798 1.643  C2 1.331, C8 1.453
4 C 0.413 -0.055 -0.954  C1 1.372, C5 1.450, O12 1.340
5 C 1.193 0.306 0.213  C4 1.450, C6 1.363, O13 1.392
6 C 0.846 0.216 1.528  C5 1.363, Se14 1.881
7 C -2.871 -1.572 0.072  C2 1.512, O11 1.197, H16 1.070
8 C -1.699 -1.110 2.972  C3 1.453, H17 1.138, H18 1.074, H19 1.131
9 C 0.333 -0.501 -3.370  O12 1.474, H20 1.092, H21 1.170, H22 1.061
10 C 2.917 1.741 -0.772  O13 1.461, H23 1.067, H24 1.090, H25 1.145
11 O -3.529 -1.138 -0.830  C7 1.197
12 O 0.945 0.106 -2.174  C4 1.340, C9 1.474
13 O 2.540 0.641 0.111  C5 1.392, C10 1.461
14 Se 2.079 0.746 2.845  C6 1.881, H26 1.606
15 H -1.616 -0.661 -1.661  C1 1.142
16 H -3.141 -2.318 0.791  C7 1.070
17 H -2.753 -0.714 3.132  C8 1.138
18 H -1.743 -2.184 2.998  C8 1.074
19 H -0.938 -0.676 3.688  C8 1.131
20 H 1.039 -0.593 -4.198  C9 1.092
21 H -0.451 0.215 -3.861  C9 1.170
22 H 0.105 -1.507 -3.123  C9 1.061
23 H 3.320 1.274 -1.642  C10 1.067
24 H 3.753 2.203 -0.248  C10 1.090
25 H 1.999 2.406 -0.936  C10 1.145
26 H 1.198 0.371 4.135  Se14 1.606



For reference, F_max by record: 4.17, 4.88 eV/A.